(1)
122
Properties=species:S:1:pos:R:3:mulliken_charge:R:1 method="wB97M-V/def2-TZVPD" homo_lumo_gap_ev=6.294 e_lumo_ev=0.07 relative_energy_kcal_mol=11.3 spin_multiplicity=1 fmax_ev_per_a=2.0 homo_energy_ev=-6.220
Ba 0.07402 -1.69153 -0.14886 -0.33
C -3.12199 0.10338 -1.17292 -0.61
C -3.59172 -0.15411 0.25535 -1.33
N -2.49410 -0.41688 1.18722 1.52
C -2.85725 -1.30469 2.28553 0.42
C -3.10752 -2.70970 1.78511 -0.23
C -4.19171 -3.45245 2.23659 -0.97
C -4.40351 -4.71266 1.70009 -0.72
C -3.54943 -5.17725 0.71439 -0.99
C -2.48634 -4.37347 0.31870 0.71
C -1.52501 -4.81609 -0.76005 -1.51
N -1.17168 -3.73074 -1.66188 0.21
C -2.19936 -3.29108 -2.60626 -1.21
C -3.10910 -2.17578 -2.09429 -0.89
N -2.34262 -1.00232 -1.70572 1.53
N -2.26511 -3.17905 0.86794 0.90
H -2.49302 0.99842 -1.19834 -0.05
H -4.00796 0.32788 -1.78938 0.39
H -4.24381 -1.03108 0.25326 0.53
H -4.21874 0.68604 0.58539 0.45
H -2.11961 0.44723 1.56161 -0.83
H -3.75173 -0.96958 2.83204 0.22
H -2.02278 -1.32366 2.98874 -0.35
H -4.86440 -3.03813 2.97646 0.50
H -5.24356 -5.31320 2.02593 0.41
H -3.70454 -6.13819 0.24198 0.50
H -1.94883 -5.68345 -1.28614 0.38
H -0.60170 -5.14688 -0.27356 0.34
H -0.32126 -3.96638 -2.15971 0.33
H -2.81933 -4.13653 -2.93734 0.38
H -1.67810 -2.91811 -3.49023 0.36
H -3.68793 -2.52352 -1.23685 0.52
H -3.83717 -1.94915 -2.89199 0.41
H -1.77768 -0.68859 -2.48905 -0.74
N 3.10885 -1.47221 0.04661 0.05
N 3.55796 -2.77990 0.32094 -0.54
C 2.61579 -3.76041 0.72179 0.15
O 3.03597 -4.76362 1.28559 -0.76
O 1.41086 -3.48360 0.39054 -0.51
H 3.42124 -1.18386 -0.87370 0.19
H 3.44806 -0.81644 0.74024 0.12
H 4.47316 -2.89021 0.73062 0.21
C 0.98094 -1.36364 -2.96444 -0.44
Si 1.20982 0.27327 -3.65921 -0.02
C 2.00450 1.46106 -2.38535 -1.21
N 1.48349 1.49433 -1.01094 1.42
C 2.39976 2.16697 -0.09476 0.31
C 2.68185 3.62557 -0.48615 -1.04
C 1.40824 4.31559 -1.01541 -0.99
C 0.16763 3.59435 -0.50268 -0.57
C 0.15297 2.11347 -0.91958 2.57
C -0.43712 1.00155 -4.29033 1.00
C -1.43476 0.15975 -4.78941 -0.68
C -2.62642 0.65657 -5.30604 -0.62
C -2.84681 2.02627 -5.34529 -0.71
C -1.86262 2.88857 -4.87767 -0.65
C -0.67759 2.37685 -4.36550 -0.13
C 2.39743 0.60481 -5.12479 0.67
C 1.97984 1.08553 -6.36840 -0.04
C 2.87343 1.27547 -7.41698 -0.76
C 4.21947 0.98761 -7.24723 -0.47
C 4.66163 0.50256 -6.02309 -0.72
C 3.75849 0.31343 -4.98677 -0.54
H 1.94018 -1.86950 -2.77547 0.24
H 0.41888 -2.01400 -3.65189 -0.03
H 2.07465 2.46370 -2.84335 0.18
H 3.04845 1.12261 -2.33586 0.66
H 3.33514 1.60129 -0.04547 0.60
H 1.96468 2.12234 0.91306 -0.99
H 3.45953 3.65677 -1.25117 0.39
H 3.08094 4.16019 0.38144 0.49
H 1.40549 4.31748 -2.10798 0.18
H 1.38470 5.36313 -0.71029 0.60
H -0.74835 4.07893 -0.84977 0.48
H 0.16779 3.68825 0.58498 0.08
H -0.32765 2.01394 -1.89186 -1.17
H -0.47403 1.54888 -0.20692 -1.47
H -1.27009 -0.91424 -4.78835 0.39
H -3.37679 -0.02646 -5.68731 0.41
H -3.77122 2.42024 -5.74930 0.38
H -2.01609 3.96053 -4.92043 0.41
H 0.08190 3.07307 -4.02017 0.30
H 0.93382 1.32323 -6.53238 0.27
H 2.51320 1.64952 -8.36837 0.39
H 4.91793 1.13408 -8.06212 0.36
H 5.70924 0.26589 -5.87845 0.40
H 4.13109 -0.08738 -4.04728 0.25
O 0.35034 -0.76523 2.53742 0.96
P 0.47886 0.18960 3.67566 0.99
C 0.48352 -0.68109 5.24982 -0.03
C 0.39568 -2.07054 5.20844 -0.39
C 0.41330 -2.79631 6.39257 -0.80
C 0.51903 -2.13802 7.60827 -0.50
C 0.61176 -0.75097 7.65052 -0.74
C 0.59785 -0.02304 6.47275 -0.31
C -0.89882 1.36268 3.72872 0.81
C -0.93964 2.35597 2.75134 0.11
C -2.06290 3.15076 2.59743 -0.42
C -3.16173 2.95639 3.42688 -0.81
C -3.12859 1.97389 4.40659 -0.75
C -2.00053 1.17734 4.55788 -0.87
C 1.99707 1.14779 3.56556 0.54
C 2.09969 2.48339 3.94588 -0.12
C 3.30861 3.15234 3.80988 -0.72
C 4.41870 2.48680 3.30869 -0.52
C 4.32665 1.14704 2.95091 -0.65
C 3.11948 0.48033 3.07692 -0.66
H 0.32493 -2.56889 4.24887 0.38
H 0.34903 -3.87593 6.35986 0.45
H 0.53722 -2.70638 8.52951 0.40
H 0.69904 -0.24187 8.60144 0.42
H 0.67742 1.05865 6.50732 0.41
H -0.09107 2.49037 2.09272 -0.72
H -2.07968 3.91376 1.82872 0.50
H -4.04271 3.57414 3.30814 0.41
H -3.98479 1.82373 5.05112 0.45
H -1.98334 0.40088 5.31316 0.45
H 1.23691 3.01256 4.33328 0.41
H 3.37913 4.19494 4.09190 0.44
H 5.35843 3.01250 3.19732 0.42
H 5.19447 0.62461 2.56982 0.48
H 3.03187 -0.56306 2.79299 0.69

---

(2)
21
Properties=species:S:1:pos:R:3:mulliken_charge:R:1 method="wB97M-V/def2-TZVPD" homo_lumo_gap_ev=8.005 e_lumo_ev=3.68 relative_energy_kcal_mol=43.6 spin_multiplicity=1 fmax_ev_per_a=5.1 charge=-1 homo_energy_ev=-4.329
O 1.57018 1.41740 -0.27725 -0.74
C 1.12836 0.56042 -0.99941 0.22
O 1.24608 0.41319 -2.25899 -0.78
C 0.26969 -0.56520 -0.30161 0.38
C -1.24134 -0.42283 -0.58772 -0.48
C -2.07521 -1.11281 0.43558 -0.51
C -2.58342 -0.39663 1.66982 -1.29
N 0.74873 -1.90214 -0.77070 -0.78
H 0.46612 -0.61629 0.77372 0.28
H -1.51031 0.68490 -0.68751 0.28
H -1.36903 -0.88289 -1.67250 0.20
H -2.97718 -1.47862 0.06129 0.38
H -1.47630 -2.16800 0.71438 0.26
H -2.15319 -0.66007 2.66101 0.25
H -2.53548 0.64917 1.45992 0.32
H -3.54714 -0.55201 1.77443 0.51
H 0.48443 -2.13329 -1.75580 0.26
H 1.68854 -1.89437 -0.77223 0.25
H 0.45512 2.33445 2.06711 0.27
H 1.51259 1.50943 1.39905 0.42
O 1.27525 1.93754 2.29526 -0.71

---

(3)
68
Properties=species:S:1:pos:R:3:mulliken_spin:R:1 method="wB97M-V/def2-TZVPD" homo_lumo_gap_ev="4.677 / 5.115" e_lumo_ev="4.85 / 4.84" relative_energy_kcal_mol=54.7 s2=8.7999 spin_multiplicity=6 fmax_ev_per_a=4.8 charge=-2 homo_energy_ev="0.171 / -0.271"
Fe -0.04248 0.96164 -0.10491 3.34
C 2.42557 0.78125 0.64396 0.15
C 2.69500 -0.09035 -0.44239 0.00
C 2.20884 0.50719 -1.63437 0.08
H 3.26774 -1.01194 -0.38787 0.00
C 1.59690 1.75207 -1.30744 0.04
C 1.76621 1.96137 0.12433 -0.03
H 1.66590 2.91802 0.63955 -0.01
H 2.75230 0.64176 1.67134 0.02
H 2.43714 0.18285 -2.65037 0.00
H 1.35187 2.52674 -2.04033 -0.01
C -2.14628 0.89946 0.22867 0.19
C -1.61157 2.17182 0.63482 0.03
C -1.00691 2.76933 -0.52245 0.06
H -1.73825 2.63216 1.59940 0.00
C -1.17501 1.87761 -1.63258 0.04
C -1.85993 0.70840 -1.16410 -0.02
H -2.20283 -0.11400 -1.78792 -0.02
H -2.76990 0.25716 0.83849 0.00
H -0.59301 3.77505 -0.55788 -0.01
H -0.93329 2.07858 -2.66838 0.05
O 0.82835 -1.42629 -2.42637 0.08
C -0.15770 0.30913 -5.77884 0.80
C 0.48716 -0.99106 -5.33014 -0.15
C 0.67696 1.51736 -5.43309 -0.09
C -1.64571 0.32584 -5.53900 -0.04
C 0.79625 -1.77591 -3.73140 0.13
H 1.53330 -0.99060 -5.67808 0.03
H -0.10420 -1.81104 -5.77714 0.01
H 0.20602 -2.70015 -3.88707 0.06
H 1.86938 -1.93701 -3.85833 -0.01
H 0.84317 2.28730 -6.21223 0.03
H 1.65571 1.11296 -5.10444 0.01
H 0.19584 1.99617 -4.54873 0.06
H -2.31252 0.48362 -6.41107 0.03
H -1.86146 1.08687 -4.75442 0.04
H -1.85046 -0.68093 -5.11473 0.00
C -1.04233 -1.61247 6.00347 0.00
C -0.58513 -0.64485 4.94840 0.00
C -0.20050 0.65342 5.31613 0.02
C 0.23715 1.56402 4.33791 0.02
C 0.65801 2.94520 4.74367 0.00
C 0.28009 1.17249 3.00031 0.04
C -0.11525 -0.13628 2.58086 -0.06
C -0.52893 -1.02270 3.60738 -0.02
N -0.09573 -0.48872 1.23622 0.06
C -0.27587 -1.91941 0.90916 -0.02
C 0.80963 -2.76510 1.55370 0.01
C -1.71469 -2.36295 1.11897 0.00
C -0.07264 -2.19874 -0.54602 0.07
H -0.24321 -1.81603 6.72840 0.00
H -1.89541 -1.20913 6.56354 0.00
H -1.34790 -2.56819 5.55801 0.00
H -0.23737 0.95228 6.34985 0.00
H -0.16400 3.47618 5.24260 0.00
H 1.50028 2.91027 5.44847 0.00
H 0.96614 3.53231 3.86999 0.00
H 0.64133 1.90227 2.27774 0.00
H -0.82426 -2.04510 3.37688 0.01
H 0.76819 -2.77427 2.63890 0.00
H 0.69720 -3.79022 1.17735 0.00
H 1.79779 -2.39014 1.24716 -0.01
H -2.35965 -1.97216 0.31780 0.00
H -1.72777 -3.45737 1.05665 0.00
H -2.13919 -2.02127 2.05946 0.00
H -0.86873 -1.68425 -1.09675 0.01
H 0.98034 -1.95427 -0.71160 -0.01
H -0.14565 -3.26723 -0.80905 0.00

---

Please write out number 2 again, unchanged.
21
Properties=species:S:1:pos:R:3:mulliken_charge:R:1 method="wB97M-V/def2-TZVPD" homo_lumo_gap_ev=8.005 e_lumo_ev=3.68 relative_energy_kcal_mol=43.6 spin_multiplicity=1 fmax_ev_per_a=5.1 charge=-1 homo_energy_ev=-4.329
O 1.57018 1.41740 -0.27725 -0.74
C 1.12836 0.56042 -0.99941 0.22
O 1.24608 0.41319 -2.25899 -0.78
C 0.26969 -0.56520 -0.30161 0.38
C -1.24134 -0.42283 -0.58772 -0.48
C -2.07521 -1.11281 0.43558 -0.51
C -2.58342 -0.39663 1.66982 -1.29
N 0.74873 -1.90214 -0.77070 -0.78
H 0.46612 -0.61629 0.77372 0.28
H -1.51031 0.68490 -0.68751 0.28
H -1.36903 -0.88289 -1.67250 0.20
H -2.97718 -1.47862 0.06129 0.38
H -1.47630 -2.16800 0.71438 0.26
H -2.15319 -0.66007 2.66101 0.25
H -2.53548 0.64917 1.45992 0.32
H -3.54714 -0.55201 1.77443 0.51
H 0.48443 -2.13329 -1.75580 0.26
H 1.68854 -1.89437 -0.77223 0.25
H 0.45512 2.33445 2.06711 0.27
H 1.51259 1.50943 1.39905 0.42
O 1.27525 1.93754 2.29526 -0.71